{
  "formula": "C66H92CsFN4O2P2Si",
  "method": "ωB97M-V/def2-TZVPD",
  "total_charge": -2,
  "de_lowest_kcal_mol": 0.0,
  "gap_ev": 4.44,
  "symbols": ["Cs", "C", "Si", "C", "C", "C", "C", "C", "C", "P", "C", "C", "C", "C", "C", "C", "C", "C", "C", "C", "C", "C", "C", "C", "C", "C", "C", "C", "P", "C", "C", "C", "C", "C", "C", "C", "C", "C", "C", "C", "C", "H", "H", "H", "H", "H", "H", "H", "H", "H", "H", "H", "H", "H", "H", "H", "H", "H", "H", "H", "H", "H", "H", "H", "H", "H", "H", "H", "H", "H", "H", "H", "H", "H", "H", "H", "H", "H", "H", "H", "H", "H", "H", "H", "H", "H", "H", "H", "H", "H", "H", "H", "H", "H", "H", "H", "C", "C", "O", "C", "C", "C", "C", "C", "C", "O", "H", "H", "H", "H", "H", "H", "H", "C", "C", "C", "C", "C", "C", "C", "C", "C", "C", "C", "C", "N", "C", "C", "C", "C", "C", "C", "F", "H", "H", "H", "H", "H", "H", "H", "H", "H", "H", "H", "H", "H", "H", "H", "H", "H", "H", "H", "H", "H", "N", "H", "H", "H", "C", "N", "C", "C", "N", "H", "H", "H", "H", "H", "H"],
  "positions_angstrom": [[1.04, -0.02, 0.59], [-2.19, -3.59, 0.90], [-2.46, -1.89, -0.03], [-4.36, -1.67, 0.45], [-5.16, -2.72, 0.90], [-6.45, -2.54, 1.39], [-6.98, -1.26, 1.45], [-6.23, -0.19, 1.00], [-4.94, -0.38, 0.48], [-3.94, 0.99, -0.23], [-4.95, 2.50, 0.23], [-4.92, 2.64, 1.78], [-3.92, 3.69, 2.28], [-2.63, 3.63, 1.46], [-2.90, 4.01, 0.00], [-4.37, 3.78, -0.39], [-4.37, 0.65, -2.02], [-3.49, 1.42, -3.00], [-4.01, 1.23, -4.42], [-5.39, 1.90, -4.59], [-6.17, 1.92, -3.27], [-5.86, 0.70, -2.42], [-2.65, -2.52, -1.89], [-3.87, -3.06, -2.33], [-4.12, -3.42, -3.65], [-3.12, -3.25, -4.60], [-1.90, -2.74, -4.20], [-1.64, -2.37, -2.88], [-0.05, -1.59, -2.37], [0.72, -0.75, -3.87], [-0.05, 0.55, -4.10], [0.59, 1.42, -5.19], [0.70, 0.67, -6.54], [0.30, -0.79, -6.40], [1.02, -1.44, -5.23], [1.21, -2.91, -1.94], [2.07, -3.57, -3.03], [1.34, -4.70, -3.75], [0.88, -5.76, -2.75], [-0.03, -5.13, -1.71], [0.65, -3.97, -1.00], [-2.40, -4.49, 0.31], [-2.84, -3.60, 1.78], [-1.18, -3.67, 1.29], [-4.77, -3.73, 0.88], [-7.03, -3.39, 1.74], [-7.98, -1.09, 1.85], [-6.66, 0.80, 1.04], [-5.99, 2.41, -0.10], [-4.66, 1.69, 2.24], [-5.93, 2.89, 2.15], [-3.72, 3.52, 3.33], [-4.35, 4.70, 2.20], [-2.25, 2.60, 1.51], [-1.86, 4.27, 1.89], [-2.25, 3.43, -0.65], [-2.66, 5.07, -0.16], [-4.47, 3.76, -1.48], [-4.98, 4.63, -0.05], [-4.05, -0.39, -2.10], [-2.47, 1.06, -2.90], [-3.46, 2.49, -2.77], [-4.09, 0.15, -4.61], [-3.31, 1.63, -5.16], [-5.96, 1.37, -5.36], [-5.26, 2.92, -4.95], [-7.25, 1.98, -3.48], [-5.92, 2.82, -2.71], [-6.11, -0.20, -3.00], [-6.50, 0.66, -1.54], [-4.67, -3.19, -1.61], [-5.08, -3.82, -3.93], [-3.29, -3.51, -5.64], [-1.13, -2.62, -4.95], [1.68, -0.45, -3.43], [-0.10, 1.11, -3.17], [-1.09, 0.32, -4.38], [1.58, 1.72, -4.84], [0.01, 2.34, -5.31], [1.73, 0.72, -6.90], [0.08, 1.16, -7.30], [0.54, -1.33, -7.33], [-0.78, -0.88, -6.27], [2.10, -1.38, -5.42], [0.80, -2.51, -5.20], [1.89, -2.30, -1.33], [2.94, -4.00, -2.52], [2.46, -2.84, -3.73], [1.99, -5.14, -4.52], [0.45, -4.31, -4.27], [1.76, -6.20, -2.26], [0.36, -6.58, -3.27], [-0.34, -5.88, -0.97], [-0.95, -4.78, -2.19], [1.50, -4.36, -0.41], [-0.03, -3.51, -0.28], [4.92, -0.11, -2.54], [4.04, -0.67, -1.43], [3.01, -0.07, -1.17], [4.46, -1.90, -0.76], [5.54, -2.64, -1.29], [5.96, -3.83, -0.74], [5.30, -4.31, 0.40], [4.27, -3.63, 0.96], [3.78, -2.38, 0.43], [2.81, -1.78, 0.98], [4.53, 0.87, -2.80], [4.87, -0.75, -3.42], [5.96, -0.02, -2.24], [6.04, -2.27, -2.17], [6.78, -4.38, -1.19], [5.62, -5.25, 0.84], [3.75, -4.01, 1.84], [0.58, 1.49, 4.82], [1.54, 2.40, 5.58], [1.13, 3.86, 5.38], [3.01, 2.13, 5.29], [3.83, 1.80, 6.37], [5.18, 1.53, 6.20], [5.70, 1.56, 4.92], [4.93, 1.87, 3.81], [5.59, 1.67, 2.45], [5.22, 0.30, 1.90], [5.37, 2.74, 1.38], [3.56, 2.18, 3.99], [2.70, 2.39, 2.92], [2.54, 3.62, 2.43], [3.17, 4.82, 2.86], [2.91, 6.04, 2.25], [2.02, 6.16, 1.19], [1.36, 5.00, 0.75], [1.62, 3.81, 1.36], [0.95, 2.69, 0.94], [-0.45, 1.63, 5.18], [0.83, 0.44, 4.95], [0.62, 1.70, 3.75], [1.42, 2.18, 6.65], [1.12, 4.13, 4.33], [1.83, 4.54, 5.89], [0.13, 4.03, 5.80], [3.39, 1.77, 7.37], [5.80, 1.28, 7.05], [6.75, 1.32, 4.77], [6.67, 1.66, 2.66], [4.14, 0.22, 1.72], [5.49, -0.49, 2.60], [5.73, 0.10, 0.96], [4.39, 2.64, 0.92], [6.13, 2.63, 0.60], [5.44, 3.75, 1.79], [3.87, 4.77, 3.68], [3.43, 6.92, 2.61], [1.83, 7.12, 0.72], [0.64, 5.02, -0.06], [-2.69, 0.03, 3.50], [-2.83, -0.06, 2.49], [-2.79, -0.92, 3.84], [-1.70, 0.23, 3.60], [3.21, -1.43, 4.18], [2.09, -2.10, 4.87], [2.04, -1.93, 6.32], [0.94, -2.10, 4.20], [-0.05, -2.06, 3.60], [4.14, -1.84, 4.55], [3.20, -0.35, 4.35], [3.12, -1.61, 3.10], [2.96, -2.34, 6.74], [1.20, -2.49, 6.72], [1.96, -0.88, 6.61]],
  "mulliken_charge": [2.3012, -1.8131, 1.5604, 0.0466, 0.2917, -0.9696, -0.8731, -0.8712, -0.0925, -0.2220, 0.3192, -0.6485, -1.2289, 0.0085, -0.6776, -1.7011, 1.7651, 0.4843, -0.5027, -0.9326, -0.6954, -1.0017, 0.2733, 0.2087, -0.8917, -1.3380, -0.2637, -0.2416, 0.4612, 0.9987, -1.0276, -1.2738, -0.9111, -0.8599, -0.7575, 2.5997, -0.7261, -0.4917, -1.4120, -0.0830, -0.7121, 0.3311, 0.5875, 0.2779, 0.4518, 0.3631, 0.4030, 0.0940, 1.1688, 0.2352, 0.1846, 0.4931, 0.3833, -0.1103, 0.5579, 0.0187, 0.6178, 0.3200, 0.5216, -2.0170, -0.4421, 0.1498, 0.1641, 0.3826, 0.3436, 0.3246, 0.5246, 0.0743, 0.4865, 0.5241, 0.2115, 0.3110, 0.3109, 0.3779, -0.3746, 0.8730, 0.0879, 0.3417, 0.4697, 0.3631, 0.3970, 0.5109, 0.1799, 0.5307, -0.0923, -1.7230, 0.4086, 0.2609, 0.3598, 0.0920, 0.4203, 0.5397, 0.4029, -0.0598, 0.7126, -0.7556, -2.3845, 1.5303, -0.2211, 0.0429, -1.0854, -0.9013, -0.5727, -0.8589, 0.1613, -0.1796, 0.4482, 0.3521, 0.4977, 0.3618, 0.3487, 0.3662, 0.4079, -0.9923, 0.6943, -1.5459, 1.2223, -0.8938, -1.2574, -1.0931, 0.4486, 0.9365, -1.2610, -1.8745, -1.2907, 1.0295, -0.4020, -0.2406, -1.0086, -0.6184, -0.5837, 0.0950, 0.1757, 0.7750, -0.2247, 0.0254, 0.5826, 0.0901, 0.3427, 0.5300, 0.3549, 0.3483, 0.3277, 0.6031, -0.0278, 0.2595, 0.6861, 0.1701, 0.5542, 0.4313, 0.5116, 0.3545, 0.3575, 0.4340, -0.7329, 0.0583, 0.3377, 0.1609, 0.6041, 0.0110, -0.7982, 0.6008, -0.5451, 0.3321, -0.0618, -0.8173, 0.2587, 0.3702, 0.2119]
}

***

{
  "formula": "C67H133F12HgN9O15S4",
  "method": "ωB97M-V/def2-TZVPD",
  "total_charge": 0,
  "de_lowest_kcal_mol": 0.0,
  "gap_ev": 6.04,
  "symbols": ["Hg", "C", "F", "F", "F", "S", "O", "O", "N", "S", "O", "O", "C", "F", "F", "F", "C", "F", "F", "F", "S", "O", "O", "N", "S", "O", "O", "C", "F", "F", "F", "C", "C", "C", "C", "C", "C", "N", "O", "C", "C", "C", "H", "H", "H", "H", "H", "H", "H", "H", "H", "H", "H", "H", "H", "H", "H", "H", "H", "H", "H", "C", "C", "C", "C", "C", "C", "N", "O", "C", "C", "C", "H", "H", "H", "H", "H", "H", "H", "H", "H", "H", "H", "H", "H", "H", "H", "H", "H", "H", "H", "C", "C", "C", "C", "C", "C", "N", "O", "C", "C", "C", "H", "H", "H", "H", "H", "H", "H", "H", "H", "H", "H", "H", "H", "H", "H", "H", "H", "H", "H", "C", "C", "C", "C", "C", "C", "N", "O", "C", "C", "C", "H", "H", "H", "H", "H", "H", "H", "H", "H", "H", "H", "H", "H", "H", "H", "H", "H", "H", "H", "C", "C", "C", "C", "C", "C", "N", "O", "C", "C", "C", "H", "H", "H", "H", "H", "H", "H", "H", "H", "H", "H", "H", "H", "H", "H", "H", "H", "H", "H", "C", "C", "C", "C", "C", "C", "N", "O", "C", "C", "C", "H", "H", "H", "H", "H", "H", "H", "H", "H", "H", "H", "H", "H", "H", "H", "H", "H", "H", "H", "C", "C", "C", "C", "C", "C", "N", "O", "C", "C", "C", "H", "H", "H", "H", "H", "H", "H", "H", "H", "H", "H", "H", "H", "H", "H", "H", "H", "H", "H"],
  "positions_angstrom": [[-0.07, 2.32, -3.83], [-3.87, 3.73, -2.96], [-3.53, 2.55, -2.38], [-5.05, 3.64, -3.51], [-3.91, 4.74, -2.06], [-2.58, 4.05, -4.39], [-2.43, 2.77, -5.04], [-3.13, 5.13, -5.23], [-1.05, 4.28, -3.56], [-1.03, 5.84, -3.40], [-0.32, 6.48, -4.49], [-2.27, 6.55, -2.93], [0.19, 6.05, -1.84], [1.34, 5.53, -2.07], [0.38, 7.32, -1.56], [-0.38, 5.49, -0.83], [-0.61, 2.08, 0.37], [-1.41, 2.94, -0.18], [0.11, 2.88, 1.21], [-1.24, 1.13, 1.09], [0.63, 1.38, -0.82], [1.32, 2.51, -1.46], [1.51, 0.47, -0.13], [-0.34, 0.79, -2.19], [-0.60, -0.73, -1.87], [0.35, -1.62, -2.58], [-0.86, -1.17, -0.48], [-2.30, -0.95, -2.82], [-2.59, -2.16, -3.00], [-3.24, -0.34, -2.15], [-2.24, -0.34, -4.01], [5.85, -2.23, 2.23], [5.55, -3.50, 1.35], [5.72, -4.82, 2.19], [4.53, -4.96, 3.14], [3.16, -4.91, 2.35], [2.95, -3.71, 1.33], [4.25, -3.45, 0.56], [4.20, -2.46, -0.37], [1.82, -4.12, 0.31], [2.51, -2.51, 2.29], [6.76, -3.69, 0.26], [5.36, -2.31, 3.20], [5.35, -1.33, 1.85], [6.90, -2.08, 2.45], [5.65, -5.67, 1.50], [6.64, -4.86, 2.78], [4.55, -4.26, 3.98], [4.65, -5.90, 3.66], [2.36, -4.86, 3.09], [3.05, -5.86, 1.81], [0.84, -4.26, 0.77], [1.73, -3.41, -0.52], [2.02, -5.05, -0.22], [3.34, -2.04, 2.80], [2.06, -1.68, 1.73], [1.79, -2.76, 3.07], [7.75, -3.45, 0.65], [6.62, -3.06, -0.62], [6.91, -4.73, -0.04], [3.82, -1.76, 0.18], [2.84, 3.28, 7.93], [3.07, 2.01, 7.06], [1.92, 1.00, 7.36], [1.85, -0.15, 6.26], [1.53, 0.49, 4.94], [2.68, 1.45, 4.54], [2.86, 2.43, 5.65], [3.86, 3.37, 5.23], [3.95, 0.67, 4.21], [2.02, 2.05, 3.25], [4.41, 1.33, 7.44], [3.37, 4.21, 7.73], [2.90, 2.95, 8.96], [1.81, 3.60, 7.74], [2.08, 0.68, 8.39], [1.03, 1.58, 7.60], [1.20, -0.99, 6.53], [2.87, -0.53, 6.35], [0.58, 1.03, 4.88], [1.56, -0.37, 4.27], [4.31, -0.03, 4.97], [3.80, 0.25, 3.22], [4.74, 1.42, 4.15], [1.17, 2.63, 3.61], [2.70, 2.79, 2.84], [1.84, 1.26, 2.52], [5.18, 2.02, 7.11], [4.89, 0.47, 6.97], [4.60, 1.15, 8.50], [3.44, 4.16, 5.59], [-4.31, 4.55, 4.67], [-3.92, 3.26, 4.00], [-4.72, 2.06, 4.55], [-6.12, 2.09, 4.01], [-6.10, 1.84, 2.45], [-5.24, 3.01, 1.75], [-4.06, 3.35, 2.54], [-3.21, 4.36, 1.95], [-4.72, 2.51, 0.38], [-6.18, 4.15, 1.57], [-2.43, 2.91, 4.37], [-3.71, 5.39, 4.32], [-4.21, 4.57, 5.76], [-5.30, 4.88, 4.38], [-4.25, 1.15, 4.18], [-4.83, 2.01, 5.64], [-6.72, 2.97, 4.26], [-6.68, 1.31, 4.52], [-7.13, 1.98, 2.13], [-5.81, 0.85, 2.11], [-3.96, 1.73, 0.36], [-5.58, 2.18, -0.21], [-4.34, 3.38, -0.15], [-5.63, 5.02, 1.20], [-7.06, 4.05, 0.93], [-6.52, 4.59, 2.51], [-1.80, 3.70, 3.96], [-2.15, 1.95, 3.94], [-2.34, 2.97, 5.46], [-2.63, 3.86, 1.36], [-4.83, -4.65, -3.98], [-5.89, -4.79, -5.12], [-5.18, -4.18, -6.38], [-5.95, -4.43, -7.64], [-6.21, -5.92, -7.88], [-6.87, -6.65, -6.64], [-6.11, -6.25, -5.41], [-6.67, -6.86, -4.31], [-8.37, -6.33, -6.53], [-6.81, -8.26, -6.90], [-7.23, -4.09, -4.69], [-4.97, -5.42, -3.23], [-4.93, -3.61, -3.67], [-3.84, -4.77, -4.43], [-5.18, -3.11, -6.21], [-4.14, -4.51, -6.34], [-5.48, -4.16, -8.58], [-6.88, -3.86, -7.64], [-5.30, -6.39, -8.25], [-6.93, -5.95, -8.70], [-8.83, -6.89, -5.71], [-8.50, -5.26, -6.44], [-8.83, -6.60, -7.48], [-7.11, -8.81, -6.01], [-7.55, -8.46, -7.67], [-5.80, -8.61, -7.13], [-7.94, -4.81, -4.28], [-7.67, -3.61, -5.56], [-7.04, -3.32, -3.94], [-6.08, -7.53, -3.96], [2.55, 4.18, -4.69], [2.82, 2.84, -5.36], [3.53, 1.95, -4.35], [3.71, 0.54, -4.70], [2.39, -0.12, -5.06], [1.55, 0.64, -6.14], [1.57, 2.10, -5.63], [0.59, 2.91, -6.17], [2.13, 0.33, -7.53], [0.10, 0.07, -5.83], [3.70, 3.13, -6.62], [2.42, 4.90, -5.50], [3.42, 4.39, -4.07], [1.66, 4.33, -4.08], [4.55, 2.29, -4.15], [2.94, 2.03, -3.43], [4.10, -0.01, -3.85], [4.36, 0.36, -5.56], [1.92, -0.16, -4.08], [2.53, -1.19, -5.26], [1.85, -0.64, -7.93], [1.86, 1.16, -8.18], [3.21, 0.20, -7.56], [-0.09, -0.60, -4.99], [-0.64, 0.85, -5.67], [-0.25, -0.49, -6.69], [4.28, 2.24, -6.88], [4.37, 3.98, -6.48], [3.04, 3.56, -7.37], [0.96, 3.07, -7.05], [-3.27, -6.07, 2.25], [-2.98, -4.61, 2.43], [-4.40, -4.03, 2.85], [-4.33, -2.63, 3.44], [-3.31, -2.68, 4.67], [-1.89, -3.01, 4.18], [-1.99, -4.34, 3.53], [-0.74, -4.88, 3.10], [-1.20, -1.83, 3.35], [-1.06, -3.22, 5.53], [-2.54, -3.94, 1.09], [-3.49, -6.64, 3.15], [-2.46, -6.62, 1.78], [-4.04, -6.10, 1.48], [-5.03, -4.08, 1.96], [-4.96, -4.57, 3.61], [-5.34, -2.35, 3.76], [-4.07, -1.89, 2.69], [-3.55, -3.42, 5.42], [-3.30, -1.66, 5.06], [-0.98, -2.08, 2.31], [-1.60, -0.82, 3.48], [-0.20, -1.68, 3.77], [-1.42, -3.98, 6.22], [-0.01, -3.46, 5.34], [-0.92, -2.27, 6.05], [-2.91, -4.38, 0.16], [-1.47, -3.98, 0.93], [-2.75, -2.88, 0.98], [-0.76, -5.73, 3.55], [6.85, 2.82, -1.19], [5.88, 2.67, 0.01], [6.77, 2.85, 1.24], [6.98, 4.30, 1.68], [5.60, 4.97, 1.82], [4.82, 4.97, 0.48], [4.75, 3.62, -0.02], [4.03, 3.53, -1.17], [3.45, 5.53, 0.86], [5.43, 5.97, -0.53], [5.35, 1.17, 0.05], [6.33, 3.05, -2.12], [7.38, 1.87, -1.32], [7.60, 3.60, -1.07], [6.52, 2.23, 2.11], [7.80, 2.54, 1.04], [7.64, 4.94, 1.09], [7.52, 4.24, 2.63], [5.74, 6.00, 2.18], [5.10, 4.40, 2.60], [3.08, 5.15, 1.82], [3.34, 6.61, 0.79], [2.67, 5.34, 0.12], [4.76, 6.10, -1.38], [5.70, 6.87, 0.03], [6.38, 5.62, -0.93], [6.04, 0.33, 0.05], [4.68, 1.14, -0.82], [4.72, 0.99, 0.93], [3.16, 3.23, -0.92]],
  "mulliken_charge": [3.9238, 0.6677, -0.0870, -0.2116, -0.2199, 0.5363, -0.5744, -0.5463, -0.8854, 1.0424, -0.6800, -0.5970, 0.6975, -0.2147, -0.2473, -0.2459, 0.1547, 0.3103, -0.1376, -0.0522, -0.2008, -0.4707, 0.2255, -0.8146, 0.1302, -0.6667, 0.1873, 0.3018, -0.1486, -0.2044, -0.2219, -1.5867, 1.8878, -1.3577, -0.8416, -1.0257, 1.6147, 0.0917, -0.2979, -1.9041, -0.4807, -1.8022, 0.1972, 0.0902, 0.6450, 0.4526, 0.3600, 0.2328, 0.5173, 0.0621, 0.5283, 0.1474, 0.3419, 0.5007, -0.0503, 0.2353, -0.1822, 0.4305, 0.3312, 0.4217, 0.2840, -1.9125, 1.6233, -1.5313, -0.8664, -0.2185, 2.4444, 0.2127, -0.3945, -0.7896, -1.8042, -1.7467, 0.3735, 0.4069, 0.4292, 0.5676, 0.4121, 0.4472, 0.2829, 0.6192, -0.9121, 0.0663, -0.4058, 0.6040, 0.5997, -0.1048, 0.0056, 0.4325, 0.3404, 0.3693, 0.3407, -1.8801, 1.2511, -0.3998, -1.0089, -1.0593, 2.0316, 1.1361, -0.5666, -2.1988, -2.1537, -2.0344, 0.4097, 0.3970, 0.3085, -0.1318, 0.5102, 0.3317, 0.5138, 0.4319, 0.3813, 0.1558, 0.5580, 0.3360, 0.3602, 0.4217, 0.4249, 0.5377, 0.0126, 0.5410, 0.0710, -1.7323, 1.6261, -1.0906, -0.7466, -1.0644, 1.3346, 0.0001, -0.4847, -1.6854, -1.6940, -1.5530, 0.3737, 0.2785, 0.3792, 0.3598, 0.4687, 0.3835, 0.3195, 0.3816, 0.3791, 0.3072, 0.3669, 0.5109, 0.4033, 0.3785, 0.4017, 0.3175, 0.3421, 0.3732, 0.3486, -1.5650, 1.6136, -0.2416, -1.6918, -0.5887, 2.0304, 0.2056, -0.2082, -1.4993, -2.2634, -1.4971, 0.5379, 0.2623, -0.3528, 0.0318, -0.4249, 0.7821, 0.4151, -0.5702, 0.7116, 0.5340, 0.3166, 0.2705, 0.1578, 0.5051, 0.5608, 0.3305, 0.4585, 0.3528, 0.3769, -2.0605, 2.1476, -1.6642, -0.2348, -1.6026, 1.4840, -0.0391, -0.2090, 0.9886, -1.8538, -0.8480, 0.4475, 0.4342, 0.4023, 0.5460, 0.3896, 0.4914, 0.0406, 0.4933, 0.3819, -0.1247, -0.1534, -0.8727, 0.4632, 0.3643, 0.3830, 0.5128, -0.4308, 0.0798, 0.2968, -1.7931, 2.1387, -1.3464, -0.9241, -0.9106, 1.4601, 0.3726, 0.8397, -1.6488, -1.8388, -1.1934, -0.0475, 0.5246, 0.4028, 0.3408, 0.4275, 0.3890, 0.5111, 0.5831, -0.1436, 0.2565, 0.4290, 0.0521, 0.1911, 0.4481, 0.3552, 0.6025, -0.1964, -0.2223, -0.0206]
}